ORCA calculation (the ωB97M-V functional and the def2-TZVPD basis) on C9H6BrF5O2Si in the gas phase.

Calculated values
Molar mass   349.125 g/mol
E_LUMO   0.4 eV
Calculated total energy   -3859.99306 Eh
HOMO   -10.10 eV
Structure (SMILES)   O=C(O[Si@@H](Br)C(F)(F)C(F)(F)F)c1ccccc1
Kohn-Sham gap   10.552 eV

Structure (XYZ):
```
24
Properties=species:S:1:pos:R:3:forces:R:3:nbo_charge:R:1
H 2.237607 -1.150089 -1.879388 0.0314 -0.0368 -0.0437 0.230
C -3.117184 -0.823618 0.229037 -0.0984 -0.3096 0.1381 0.263
H 3.687868 2.607375 -0.413930 0.0496 0.0349 -0.0300 0.220
H 3.505038 0.953954 -2.238330 0.0456 -0.0280 -0.0522 0.221
C -3.909936 0.485927 0.362552 -0.3354 -0.1626 0.1763 0.915
F -3.153014 -1.440032 1.448947 0.0953 0.1667 -0.1579 -0.322
O 1.410307 -2.976135 0.503662 0.0271 0.0259 0.0042 -0.503
C 1.805000 0.286387 1.166258 -0.0552 0.0280 -0.2389 -0.217
F -5.200627 0.262394 0.613056 0.1776 0.0343 -0.0482 -0.299
C 2.327529 -0.418079 -1.089496 -0.0845 0.0555 0.1874 -0.212
F -3.811228 1.178834 -0.777999 0.0493 0.0922 0.0053 -0.312
H -0.878996 0.812109 0.086861 0.0499 0.0575 -0.0095 -0.170
H 2.603712 2.186429 1.754055 0.0040 0.0106 0.0731 0.222
H 1.305774 0.094772 2.105593 0.0087 0.0271 0.1049 0.224
Br -1.214426 -0.736099 -2.521489 -0.0079 0.0882 0.0664 -0.268
F -3.410649 1.221864 1.362797 0.0443 0.0325 -0.1335 -0.311
O -0.435280 -1.758527 0.359016 -0.1461 0.3795 0.0216 -0.864
C 3.140290 1.688982 -0.260276 -0.1424 -0.0941 0.0854 -0.199
C 1.702901 -0.643973 0.134539 0.1679 0.2132 -0.0034 -0.115
C 2.524808 1.453541 0.964563 0.0555 -0.0448 -0.1051 -0.202
C 0.929643 -1.898556 0.349368 0.0581 -0.4866 -0.0437 0.788
Si -1.285485 -0.524204 -0.337180 -0.1163 -0.2589 -0.0892 1.421
C 3.038185 0.757461 -1.284339 -0.0321 0.0337 0.0658 -0.191
F -3.801838 -1.620719 -0.637875 0.1538 0.1416 0.0268 -0.319
```
Forces are in eV/Å.

=====

ORCA calculation (the ωB97M-V functional and the def2-TZVPD basis) on an isolated ion of composition C9H11N4 and charge +1 at a distorted geometry.

Calculated values
Molar mass   175.215 g/mol
ΔE to the lowest compared entry with this formula, charge and spin   2.717 eV
E_LUMO (alpha / beta)   -4.8 / -4.8 eV
Calculated total energy   -568.24710 Eh
HOMO (alpha / beta)   -11.84 / -11.84 eV
Net charge   +1
Kohn-Sham gap (alpha / beta)   7.057 / 7.056 eV

Structure (XYZ):
```
24
Properties=species:S:1:pos:R:3:forces:R:3:nbo_charge:R:1
N 0.739538 -0.779988 -0.485233 0.3015 -1.5423 1.3681 -0.231
C -1.108255 0.539843 -1.863333 -0.0404 -0.0984 -1.1092 0.261
H 2.144316 -1.674445 -1.733941 -0.0977 -0.8482 -1.0620 0.253
H 3.320342 1.781318 0.371716 -1.1553 -0.7890 0.5297 0.256
H -2.420491 -1.182770 -0.098692 0.0130 -0.3830 0.4722 0.285
C 0.431584 0.036941 0.535636 -0.1861 2.0113 -0.4940 0.150
H -2.354194 -0.112999 2.496465 -0.3013 -0.0720 -0.2110 0.438
N -1.561690 0.313187 2.055879 2.1696 0.5257 -0.5703 -0.701
C 1.952632 -0.878984 -1.081985 -0.3837 1.3239 2.1535 0.095
C -1.444909 -1.427296 0.339030 0.1347 1.1086 -1.9152 -0.518
C 2.888969 -0.000812 -0.604650 1.6571 -1.5903 -0.8516 -0.207
H 3.967709 -0.140387 -0.853874 -1.1676 0.2961 -0.1286 0.260
H -0.266925 -2.559032 -1.147442 0.1033 0.5541 -0.2033 0.224
C 1.266867 1.114874 0.775902 0.4596 2.0264 2.1062 -0.185
H -1.970555 2.061774 -0.673401 1.1351 -1.2654 -0.6905 0.410
C 2.526522 0.987889 0.275955 1.7895 2.3667 -0.5131 -0.149
H -0.914976 1.053703 -2.791201 -0.6487 0.9838 -0.2479 0.186
H -1.492509 -2.288495 0.995252 0.2600 -0.2109 -0.0012 0.256
H 1.067197 2.094049 1.391891 -0.1172 -2.4285 -1.0683 0.266
H -1.163139 1.158555 2.442019 -0.3494 -0.1431 0.4290 0.413
N -1.535198 1.109478 -0.760436 -0.2836 -0.6982 1.4458 -0.800
C -0.477001 -1.499102 -0.927246 -0.6712 -1.1296 0.4320 0.119
C -0.934187 -0.186367 0.998173 -2.0563 -0.1264 -0.5046 0.474
N -0.730681 -0.717250 -2.082011 -0.5647 0.1288 0.6343 -0.554
```
Forces are in eV/Å.

=====

ORCA calculation (the ωB97M-V functional and the def2-TZVPD basis) on a 6-piece molecular cluster, C22H56BrO25P5S overall.

Calculated values
Molar mass   987.506 g/mol
E_LUMO   0.3 eV
Calculated total energy   -7432.33625 Eh
HOMO   -10.52 eV
Structure (SMILES)   O=C(O)CC[C@H]1C[C@@H](Br)CS(=O)(=O)O1.COP(=O)(OC)OC.COP(=O)(OC)OC.COP(=O)(OC)OC.COP(=O)(OC)OC.COP(=O)(OC)OC
Kohn-Sham gap   10.786 eV

Structure (XYZ):
```
110
Properties=species:S:1:pos:R:3:forces:R:3:lowdin_charge:R:1
C 4.647619 -2.680819 0.473948 0.0343 0.2793 -0.2954 -0.316
O 3.030109 2.022717 -0.855434 -0.0208 0.0018 -0.1710 -0.194
O -5.244124 -1.326921 -0.493945 -0.0143 0.0202 0.0583 -0.219
C -0.592667 5.010840 -3.081768 -0.0759 0.0014 0.1063 -0.088
H -3.511649 6.705828 -6.736769 0.0228 0.0151 0.0083 0.089
C 2.579460 -4.126758 0.091091 -0.0816 0.1404 -0.0192 -0.666
H -3.539192 -8.022906 -0.869827 -0.0054 0.0203 -0.0017 0.086
H 1.810470 0.554154 3.972250 0.0188 0.0390 0.0233 0.061
H 0.981400 -3.390209 1.403281 -0.0144 0.0299 -0.1330 0.112
O -1.643520 8.026281 -2.953230 0.0555 -0.0608 0.0032 -0.201
H 0.306880 5.557543 -2.794906 -0.0020 -0.0034 -0.0108 0.095
H 4.518548 -4.457443 -0.810028 0.0258 -0.0039 0.1530 0.105
C -5.253110 2.437140 -1.175556 -0.0247 0.0759 -0.0532 -0.080
H 2.109079 3.725843 -3.932653 -0.0110 0.0140 0.0427 0.089
O -4.625039 -5.649674 -1.920171 -0.0493 0.0899 0.0344 -0.228
P 1.700628 1.432190 -1.487995 -0.3206 -0.0277 0.0851 0.332
S 2.938220 -2.565220 2.347413 -0.2852 0.0592 0.2750 0.600
H -4.214613 -3.550238 -3.284428 0.0045 -0.0416 0.0144 0.088
H -3.045757 -2.636606 -2.302826 -0.0279 0.0428 -0.0380 0.067
O -5.209100 -0.216580 -2.832595 0.0506 0.1222 -0.0601 -0.226
C 1.900255 2.672714 -3.762227 0.0678 0.0484 -0.1241 -0.080
P -3.162771 -5.608147 -1.837538 0.0378 -0.0238 0.0086 0.330
C -2.838533 -8.167182 -1.690878 0.0189 -0.0675 0.0075 -0.081
O -2.454490 -4.564331 -2.789954 -0.0006 -0.0416 -0.0438 -0.200
C 1.406395 -0.043537 4.783920 -0.0502 0.0002 -0.0784 -0.095
C -3.157350 -3.355047 -3.116054 -0.1051 0.2254 0.0094 -0.076
H -0.880705 4.481982 7.547486 -0.0026 -0.0278 0.0039 0.089
O 1.852224 2.180779 7.382950 -0.0016 -0.0162 0.0003 -0.212
O 1.848578 0.077172 -2.034094 0.0339 -0.1335 0.0889 -0.235
H -2.745191 0.316726 -3.119794 -0.0766 -0.0204 0.0265 0.088
H -0.578781 7.528353 -1.235077 -0.0027 -0.0122 -0.0130 0.083
H -3.024638 -4.349272 1.376279 0.0234 -0.0225 -0.0004 0.090
H -4.103203 -3.911935 0.036936 0.0117 -0.0126 -0.0139 0.076
H -2.330001 7.775392 -1.001314 -0.0021 -0.0294 -0.0239 0.084
H 2.833566 2.113737 -3.802862 -0.0188 -0.0547 0.0949 0.090
H 0.671480 4.732057 6.718281 0.0122 -0.0137 -0.0076 0.085
P -2.423054 6.788162 -3.553705 -0.0799 0.0673 -0.0435 0.327
C 6.932041 -4.614949 1.666488 0.1021 0.2083 -0.0188 -0.532
H 1.229687 2.304484 -4.536036 -0.0113 -0.0401 0.0240 0.096
H -0.771208 0.686367 0.842027 -0.0043 0.0293 -0.0176 0.096
H 5.927722 -6.145796 1.261284 0.1212 0.0250 -0.1568 0.125
H -3.326874 -8.725670 -2.486169 -0.0148 0.0203 -0.0093 0.091
C 7.069587 -3.156912 1.328237 0.1628 0.2336 -0.3283 -0.081
H -2.347137 1.582871 -1.927506 0.0101 0.0052 -0.0080 0.086
H 3.229578 1.397593 1.111979 0.0122 -0.0036 0.0040 0.092
C -3.073958 -4.146659 0.309560 -0.0511 0.0060 0.0613 -0.084
O -0.281443 2.887412 6.413561 -0.0107 0.0180 0.0163 -0.202
O 1.841828 2.908250 4.923578 0.0953 -0.0590 -0.0178 -0.233
H 2.218013 -0.520545 5.331716 0.0066 0.0061 0.0040 0.087
H -4.334503 2.856741 -0.765813 0.0024 -0.0145 -0.0069 0.087
H -3.894742 5.611235 -5.389633 0.0092 -0.0006 0.0180 0.085
H -0.842454 4.772454 5.791861 0.0128 -0.0120 -0.0179 0.090
C 0.231289 0.495485 0.468400 -0.0866 -0.0248 0.0474 -0.073
O 7.547986 -5.149139 2.542910 0.0206 -0.1599 0.3193 0.121
H 6.986511 -2.586103 2.254343 -0.0421 -0.1869 0.0212 0.134
O -5.460403 1.117127 -0.648186 0.0522 -0.0369 -0.0089 -0.208
H 4.717242 1.398121 0.143219 -0.0174 0.1031 -0.0816 0.096
O 0.612663 0.770336 5.666763 0.0476 -0.0632 0.0346 -0.196
C -1.445266 8.117575 -1.535480 -0.0546 0.0766 0.0741 -0.085
O -1.322975 5.758337 -4.061571 0.0380 0.0293 0.0051 -0.205
H -1.262295 9.164335 -1.309811 0.0108 0.0079 -0.0371 0.088
H 3.493772 0.138095 -0.118483 0.0197 0.0278 0.0166 0.053
H -7.238103 -1.167273 -1.134327 0.0152 0.0146 -0.0116 0.087
H -1.416070 0.074645 -1.964661 -0.0136 -0.0180 0.0281 0.076
Br 2.742255 -5.792379 1.095659 0.0243 -0.1028 -0.0581 0.777
H -1.968790 -8.713745 -1.335332 0.0172 0.0245 -0.0059 0.089
H 0.753791 -0.813304 4.382697 -0.0495 0.0069 0.0457 0.087
C 3.903805 -3.624902 -0.476125 0.0920 -0.0434 -0.1081 -0.168
H -6.955524 -1.991127 0.415674 0.0234 0.0149 0.0118 0.091
H 0.237501 -0.439533 -0.092439 0.0095 0.0147 -0.0114 0.071
C -2.403936 0.508306 -2.103423 0.1745 0.0572 -0.0818 -0.081
H 0.926347 0.436540 1.306512 0.0175 -0.0083 -0.0336 0.073
O -3.276767 -0.100801 -1.141984 0.0689 0.0178 0.0466 -0.220
H 4.230285 -1.684966 0.307660 -0.0169 -0.0406 0.1513 0.107
H 1.914971 -4.378575 -0.733638 -0.0424 -0.0044 0.1474 0.098
O 2.629475 -3.346792 3.501183 0.1574 0.2072 -0.2141 -0.260
H 8.109242 -3.043010 1.003447 -0.0646 0.0728 0.0517 0.136
H -0.313634 4.062898 -3.522500 -0.0467 -0.0045 -0.0918 0.062
H 3.664660 -3.026021 -1.363586 -0.0065 -0.0777 0.0234 0.138
H -5.206671 2.422633 -2.264647 -0.0111 -0.0291 0.0034 0.089
O -3.429570 6.192736 -2.669391 0.0481 -0.0610 0.0954 -0.234
C 6.164160 -2.557088 0.249140 -0.0808 0.0321 0.1665 -0.104
C 1.918798 -3.059414 0.956115 0.1502 -0.0520 -0.0590 -0.239
H 6.406720 -2.952628 -0.739879 -0.0472 -0.1136 0.0909 0.128
H 3.698681 1.780994 6.492809 -0.0166 0.0225 -0.0023 0.087
H 3.697814 2.064533 8.244502 -0.0221 0.0048 0.0168 0.087
H 3.079161 0.527310 7.606722 -0.0121 0.0007 -0.0121 0.087
H 1.773477 -2.164488 0.344422 -0.0971 -0.0150 0.0952 0.098
C -0.326914 4.306321 6.628693 -0.0361 0.0417 0.0306 -0.084
H -4.836410 7.099445 -5.614996 0.0004 0.0026 0.0259 0.091
O 4.378618 -3.013459 1.864216 -0.0109 -0.0626 -0.0752 -0.211
O 6.086305 -5.274570 0.861166 -0.3041 -0.1475 -0.0224 0.081
O 0.571342 1.593750 -0.392492 0.0460 -0.0137 -0.0165 -0.202
H -1.205137 4.817036 -2.199975 -0.0077 -0.0002 -0.0034 0.091
C -6.582646 -1.849332 -0.595330 -0.0459 -0.0722 0.0117 -0.071
H -6.095251 3.047597 -0.863671 -0.0068 -0.0176 0.0277 0.090
H -2.429118 -3.299414 0.071638 -0.0187 0.0087 -0.0268 0.084
H -6.547110 -2.804396 -1.115785 0.0249 0.0018 -0.0156 0.090
P 1.087271 2.240362 5.988810 -0.0943 0.0567 -0.0182 0.327
O -2.608495 -5.318312 -0.372669 0.0227 0.0138 0.0070 -0.214
C -3.848993 6.652636 -5.704937 -0.0229 0.0003 -0.0606 -0.080
O -2.923598 7.408963 -4.906534 -0.0096 -0.0180 -0.0302 -0.200
C 3.159260 1.599225 7.423358 0.0708 0.0147 -0.0087 -0.093
O 2.880582 -1.129326 2.431273 0.1369 -0.2584 -0.1328 -0.281
C 3.651102 1.187360 0.129693 0.1178 -0.0627 0.2542 -0.083
H 6.397722 -1.489959 0.213692 0.0697 -0.0736 -0.0306 0.119
O -2.376938 -6.913756 -2.220828 0.0187 -0.0161 0.0242 -0.202
P -4.837621 -0.121330 -1.418314 -0.0603 -0.1931 -0.0074 0.321
O 1.247331 2.556586 -2.486188 0.1828 0.0744 -0.0722 -0.224
H -2.715461 -2.947813 -4.020873 0.0801 -0.0741 0.0050 0.093
```
Forces are in eV/Å.

=====

ORCA calculation (the ωB97M-V functional and the def2-TZVPD basis) on C15H29ClGeIrN3O7 as an isolated structure.

Calculated values
Molar mass   663.691 g/mol
ΔE to the lowest compared entry with this formula, charge and spin   0.000 eV
E_LUMO (alpha / beta)   -2.8 / -5.3 eV
Calculated total energy   -3920.89212 Eh
HOMO (alpha / beta)   -11.85 / -11.87 eV
Multiplicity   2
Net charge   +1
Kohn-Sham gap (alpha / beta)   9.096 / 6.603 eV

Structure (XYZ):
```
57
Properties=species:S:1:pos:R:3:forces:R:3:nbo_charge:R:1
H -5.019363 0.143702 1.373468 0.0050 -0.0071 0.0014 0.223
H 1.001598 2.615441 2.714314 -0.0037 -0.0010 0.0213 0.227
H 3.244884 1.613103 -1.114102 -0.0291 0.0204 0.0387 0.228
H -2.918952 -1.258809 3.966429 -0.0070 -0.0179 -0.0134 0.256
Ir -0.187311 0.310335 -0.149606 -0.1363 0.2646 0.4879 1.355
H 3.313876 -0.141027 -1.257820 0.0211 0.0277 0.0022 0.229
O 0.625168 -3.835479 0.662179 0.0884 0.0822 0.0149 -0.739
O 0.229509 -1.519638 0.713733 -0.1424 0.0858 0.1140 -0.846
H 1.256761 1.790118 -2.377975 -0.0566 0.0045 -0.0262 0.259
N 0.466657 -0.135852 -2.095060 0.2377 0.0753 -0.1002 -0.761
H -5.483942 2.988299 -0.163981 0.0036 -0.0090 0.0021 0.221
O -0.456964 2.951388 -2.788424 -0.0224 -0.1317 0.0853 -0.569
C -2.679861 -3.270591 1.202175 -0.0190 -0.0094 -0.0020 -1.092
O -2.912717 2.997874 0.405036 0.0093 0.0635 -0.0064 -0.703
C -1.142831 2.562481 -1.876132 0.2488 -0.0781 0.1021 0.798
N 1.960294 0.512010 0.196893 -0.0229 -0.2237 -0.3099 -0.627
H -2.508891 2.289053 -4.039499 -0.1285 -0.0541 0.0400 0.236
H -3.385365 -3.787705 1.854505 0.0049 -0.0099 -0.0090 0.243
H -1.276704 -1.129269 3.365938 -0.0152 0.0151 -0.0155 0.224
H 2.217002 -0.422153 0.499729 -0.0348 0.0049 0.0066 0.434
C -2.304078 -0.796974 3.193444 0.0474 -0.0140 0.0142 -1.106
Cl 0.599473 -2.715864 -0.187628 0.3118 -0.1202 0.1396 2.543
C 1.651492 0.785168 -2.280929 -0.0588 -0.1220 -0.1630 -0.268
H -5.422008 -1.446366 2.035057 -0.0056 0.0041 -0.0119 0.243
C -2.621299 2.561870 -1.932009 -0.2136 0.1063 -0.1045 -0.285
H 0.756363 -1.106796 -2.199411 -0.0442 0.0026 -0.0308 0.431
C -5.378086 2.597394 -2.270932 -0.0530 -0.0008 0.0192 -0.142
C -4.848220 -0.928732 1.265586 -0.0191 -0.0006 0.0471 -1.083
H -0.210945 0.045296 -2.833178 0.0131 0.0451 0.0334 0.418
H -1.149163 1.787121 1.747431 -0.0163 0.0182 -0.0455 0.432
N -0.291998 1.236111 1.709744 0.0925 0.0000 0.0061 -0.737
C -4.558043 2.386130 -3.371757 0.0102 -0.0007 -0.0531 -0.238
H -2.485698 -0.693963 -0.944293 0.0398 0.0308 -0.0304 0.229
H -2.875456 -3.582033 0.176111 0.0121 0.0205 0.0095 0.245
H -1.674072 -3.581441 1.475961 -0.0338 0.0029 0.0079 0.245
O 1.891241 -2.384516 -0.728431 -0.1040 0.0057 -0.0115 -0.843
C -4.836417 2.805414 -1.014260 0.0083 0.0102 -0.0303 -0.314
C -2.162403 -0.235303 -0.004034 0.0277 -0.1048 -0.4451 -1.028
H -5.227910 -1.239307 0.291750 0.0029 0.0044 -0.0009 0.240
H 2.950954 2.152637 1.135167 -0.0094 0.0116 -0.0198 0.232
O -0.593775 2.109691 -0.721163 -0.0266 0.2276 -0.1769 -0.705
H -6.453540 2.610961 -2.389354 0.0076 -0.0040 -0.0092 0.231
O -0.375794 -2.797355 -1.215822 -0.1362 0.0218 -0.1356 -0.796
H -2.376717 0.283198 3.335621 -0.0235 0.0062 0.0211 0.211
H 2.174675 0.538854 -3.205962 -0.0639 -0.0510 -0.0123 0.228
H -0.305238 0.601564 2.504296 0.0425 -0.0161 0.0333 0.419
H 2.501911 0.821153 2.188038 0.0345 0.0154 -0.0174 0.218
H -3.594750 3.372741 0.973942 -0.0369 -0.0083 0.0219 0.492
H -4.986696 2.238622 -4.353142 0.0073 0.0081 0.0105 0.233
C -3.460065 2.788480 -0.837594 0.1011 -0.0655 0.0010 0.407
C 0.888962 2.162043 1.729656 -0.2175 0.0452 0.0347 -0.247
H -2.678019 0.719531 0.111396 -0.0353 -0.0712 0.0082 0.236
C -3.188372 2.390583 -3.200029 0.0710 0.0601 0.1385 -0.124
C 2.163713 1.429243 1.347367 0.2111 -0.0954 0.0776 -0.238
H 0.672040 2.946379 1.009809 -0.0434 0.0113 0.0153 0.241
Ge -2.949171 -1.359474 1.426189 0.0534 -0.0072 0.0391 1.616
C 2.642363 0.705261 -1.121736 0.0460 -0.0781 0.1863 -0.236
```
Forces are in eV/Å.

=====

Which of these has the lowest calculated total energy?
C22H56BrO25P5S

=====

What is the formula in the second record?
C9H11N4